No. 1
An isolated molecule of BrFHN in a non-equilibrium geometry, computed with ωB97M-V with the def2-TZVPD basis set.

Computed properties:
LUMO = -0.486 eV
HOMO energy = -10.57 eV
structure (SMILES) = FNBr
net charge = 0
energy relative to the best compared isomer or geometry (same formula, charge and spin) = 0.0 kJ/mol

XYZ file:
```
4
Properties=species:S:1:pos:R:3:forces:R:3:nbo_charge:R:1
N -0.32626 0.13855 0.39034 1.85 0.42 1.15 -0.17
F -0.73302 0.87510 -0.67670 -0.11 0.76 -0.89 -0.23
Br 1.61006 -0.24561 0.20092 -0.68 0.55 0.07 0.07
H -0.55078 -0.76804 0.08544 -1.06 -1.73 -0.33 0.33
```
Positions in Å, forces in eV/Å.

***

No. 2
A structure of composition C33H40N4P2Ti in a non-equilibrium geometry, computed with ωB97M-V with the def2-TZVPD basis set.

Computed properties:
⟨S²⟩ = 2.02
LUMO (spin up / spin down) = -0.676 / -1.066 eV
spin multiplicity = 3
HOMO energy (spin up / spin down) = -7.25 / -7.67 eV
net charge = 0

XYZ file:
```
80
Properties=species:S:1:pos:R:3:forces:R:3:mulliken_spin:R:1
Ti 0.46022 -1.74738 1.45990 0.83 -0.56 2.34 1.80
C -1.12115 2.47700 4.07003 -2.25 0.66 0.52 0.00
C -1.82619 2.10865 2.98185 0.68 -0.43 0.67 0.00
C -1.16532 1.95485 1.62851 -1.67 0.06 -1.31 0.01
C -0.15936 0.79320 1.66831 0.76 0.93 0.02 0.05
C 1.21453 1.14896 2.26289 0.56 -0.58 -0.01 -0.01
C 1.58542 2.28976 2.89364 0.30 -1.82 -1.52 0.02
C 0.79715 3.55091 2.83467 1.11 0.73 0.40 0.00
C -0.16652 3.61975 3.99571 0.68 0.40 0.14 0.00
C 1.89868 -2.89893 2.59810 0.47 -0.04 -1.24 0.00
H -1.49783 2.26134 5.10464 -0.01 0.28 -1.16 0.00
H -2.85577 1.74163 3.04556 0.58 -0.53 0.27 0.00
H -0.85408 2.87851 1.12083 0.39 -0.54 0.43 0.00
H -1.95550 1.67309 0.92271 -0.12 -0.44 0.26 0.00
H -0.65552 -0.01786 2.33066 0.73 0.95 -0.97 -0.07
H 0.07072 0.45693 0.61132 -0.45 0.10 0.61 0.02
H 1.95068 0.28960 2.06924 -0.71 1.25 0.94 0.01
H 2.56384 2.33290 3.40312 -0.47 -0.10 -0.49 0.00
H 0.32806 3.74500 1.87381 0.27 -0.15 0.38 0.00
H 1.54277 4.34725 2.93387 -0.18 0.16 0.12 0.00
H 0.41317 3.70370 4.92607 -0.20 0.10 -0.16 0.00
H -0.75212 4.54577 3.84023 0.09 -0.34 0.57 0.00
H 2.57632 -2.64935 3.42414 -0.62 0.32 0.11 0.01
H 2.60906 -2.95472 1.75347 0.32 -0.19 -0.44 -0.02
H 1.58780 -3.94233 2.74992 -0.22 0.16 0.01 0.00
P 1.61307 -1.16145 -1.11093 3.66 -0.05 -4.89 0.07
P -2.04148 -0.08535 -1.32919 -0.20 2.06 -3.34 0.02
N 2.95320 0.00266 -1.66434 -0.05 -0.73 1.14 0.00
N 2.29295 -2.38452 -2.53263 -0.56 0.15 1.94 0.00
N -2.06646 1.40753 -2.50867 0.84 0.21 1.18 0.01
N -3.47047 -0.66345 -2.05895 -1.69 -1.75 -0.73 0.00
C 0.47993 -0.37486 -2.25289 -0.81 0.02 -0.05 -0.05
C -0.85642 -1.08594 -2.36273 -0.44 0.13 0.48 0.07
C 4.11608 0.09331 -0.91374 0.25 0.98 -1.09 0.00
C 5.04748 0.84446 -1.63415 -0.98 -0.86 0.82 0.00
C 4.47901 1.16230 -2.88481 -1.69 -1.02 0.51 0.00
C 3.19721 0.60620 -2.90205 0.51 0.46 0.21 0.00
C 2.63307 -3.66618 -2.14548 0.13 0.00 -0.53 0.00
C 3.05338 -4.37372 -3.27045 -0.33 0.09 1.10 0.01
C 2.94729 -3.51158 -4.37876 -0.31 1.51 0.91 0.00
C 2.53812 -2.25218 -3.90529 -0.11 -0.57 0.03 0.00
C -1.87857 2.67939 -1.98310 -0.24 0.43 -0.92 0.00
C -1.75290 3.61984 -3.01121 0.16 -1.51 1.09 0.00
C -1.74059 2.88412 -4.22364 -0.55 -1.33 0.59 0.00
C -2.00008 1.53915 -3.89894 0.52 0.61 0.09 0.00
C -4.44251 -0.04646 -2.86638 -0.38 -1.07 -0.06 0.00
C -5.20310 -1.03538 -3.49281 1.00 0.08 0.76 0.00
C -4.67442 -2.31934 -3.06223 0.28 0.69 0.33 0.00
C -3.63310 -2.05833 -2.19294 -0.79 0.76 -0.62 0.00
H 0.91954 -0.34597 -3.24840 0.08 0.05 0.35 0.00
H 0.36071 0.65564 -1.90980 0.01 0.22 -0.13 0.01
H -1.17278 -1.11094 -3.40713 -0.25 -0.06 0.22 0.00
H -0.84616 -2.11768 -1.97871 0.17 0.23 -0.16 0.01
H 4.15813 -0.41841 0.02948 0.17 0.16 0.27 0.00
H 6.00651 1.14657 -1.28967 0.54 0.01 0.21 0.00
H 4.93737 1.69802 -3.68465 0.11 0.23 -0.31 0.00
H 2.48691 0.57725 -3.72566 0.28 0.30 0.54 0.00
H 2.59434 -3.92499 -1.07926 -0.03 -0.07 -0.69 0.00
H 3.43624 -5.38423 -3.25361 -0.17 0.05 -0.09 0.00
H 3.14405 -3.74988 -5.40251 0.25 0.03 -0.28 0.00
H 2.54786 -1.28395 -4.43819 -0.34 -1.03 0.51 0.00
H -1.87959 2.80718 -0.91908 -0.06 0.16 0.17 0.00
H -1.70983 4.68204 -2.86808 0.26 0.15 -0.05 0.00
H -1.52948 3.28955 -5.20524 -0.39 -0.20 0.05 0.00
H -2.22228 0.69775 -4.54401 0.27 0.13 0.09 0.00
H -4.51223 1.03501 -2.91618 0.03 -0.37 -0.01 0.00
H -6.01867 -0.87870 -4.20519 0.42 0.02 0.48 0.00
H -5.01365 -3.31603 -3.35692 0.14 0.55 0.12 0.00
H -2.93455 -2.71264 -1.70019 -0.18 -0.19 0.04 0.00
C -1.46745 -0.78043 6.04649 -0.34 -0.47 -0.54 0.00
C -2.16121 -1.65786 5.19581 -0.23 -0.35 -0.24 -0.01
C -1.63210 -2.10439 3.95429 0.12 1.05 1.13 0.04
C -0.35541 -1.65416 3.58871 0.08 -0.54 -1.53 -0.12
C 0.39429 -0.87825 4.47979 -0.91 0.45 0.82 0.08
C -0.19816 -0.37353 5.65467 0.65 -0.24 -0.31 0.00
H -1.90772 -0.44828 7.00163 0.20 -0.14 -0.68 0.00
H -3.15792 -1.98222 5.49234 0.13 -0.03 -0.01 0.00
H -2.20825 -2.75377 3.27492 0.11 0.40 0.52 -0.01
H 1.42164 -0.59909 4.24464 -0.31 0.01 0.05 0.02
H 0.34011 0.35788 6.25281 0.09 -0.22 0.08 0.00
```
Positions in Å, forces in eV/Å.

***

No. 3
A structure of composition C43H35AgBr2IN2O2Te, computed with ωB97M-V with the def2-TZVPD basis set.

Computed properties:
⟨S²⟩ = 0.76
LUMO (spin up / spin down) = 3.785 / 3.784 eV
spin multiplicity = 2
HOMO energy (spin up / spin down) = -2.01 / -1.99 eV
net charge = -2
energy relative to the best compared isomer or geometry (same formula, charge and spin) = 0.0 kJ/mol

XYZ file:
```
87
Properties=species:S:1:pos:R:3:forces:R:3:mulliken_spin:R:1
Ag -1.34912 -1.26212 0.27151 0.12 0.16 0.24 0.03
I -2.10590 1.65656 -0.59413 -0.16 -0.05 0.05 0.00
C -4.11557 1.06361 -0.28917 0.14 0.05 -0.04 0.00
C -5.04049 2.05318 -0.48026 0.01 0.03 -0.01 0.00
C -6.41280 1.79310 -0.29114 -0.03 -0.05 0.01 0.00
C -6.81466 0.54517 0.08085 0.01 0.03 -0.01 0.00
C -5.87324 -0.49583 0.28009 0.10 0.03 -0.03 0.00
C -6.32224 -1.78155 0.65871 -0.01 -0.02 0.01 0.00
C -5.41991 -2.79039 0.83593 0.00 0.02 -0.01 0.00
C -4.04249 -2.55081 0.64935 -0.07 0.03 -0.05 0.01
C -3.51323 -1.32049 0.29548 -0.05 -0.05 -0.01 0.00
C -4.46804 -0.26786 0.09989 -0.05 -0.02 -0.01 0.00
H -4.71708 3.04283 -0.77391 0.00 0.00 0.00 0.00
H -7.13345 2.58828 -0.44397 0.00 0.00 0.00 0.00
H -7.86685 0.32249 0.23031 0.00 0.01 0.00 0.00
H -7.38693 -1.94142 0.79903 0.01 0.00 0.00 0.00
H -5.75907 -3.78047 1.12490 -0.01 0.00 -0.01 0.00
H -3.36961 -3.39025 0.79680 0.00 -0.01 0.02 0.00
C -2.16861 -1.07927 -3.49574 -0.02 -0.02 -0.01 0.00
C -1.82286 -2.50761 -3.18681 0.00 0.04 0.07 0.00
C -2.27313 -3.56905 -3.99704 -0.02 -0.08 -0.05 0.00
C -1.98049 -4.85788 -3.64849 -0.04 0.06 -0.01 0.00
C -1.24771 -5.11974 -2.47207 0.06 0.10 0.05 0.00
C -0.88689 -6.40593 -2.00757 0.03 -0.08 0.07 0.00
Br -1.38938 -7.97360 -2.98444 0.00 0.02 -0.01 0.00
C -0.17903 -6.55930 -0.84438 -0.04 0.03 -0.04 0.00
C 0.19698 -5.45165 -0.08960 0.02 0.04 0.02 0.00
Br 1.14730 -5.73383 1.53468 -0.02 0.00 -0.03 0.00
C -0.10730 -4.11506 -0.43973 0.03 0.09 0.00 0.01
O 0.20326 -3.10883 0.24122 0.01 -0.18 0.03 0.00
C -0.84635 -3.99044 -1.71058 0.01 -0.05 -0.06 0.00
N -1.12555 -2.72972 -2.09849 0.00 -0.02 0.04 0.00
H -2.37349 -0.92944 -4.55801 0.00 -0.01 0.01 0.00
H -1.36051 -0.42237 -3.17841 0.00 0.00 -0.01 0.00
H -3.05476 -0.78708 -2.92428 0.01 0.00 0.00 0.00
H -2.84954 -3.35644 -4.89012 0.01 0.00 0.01 0.00
H -2.31514 -5.68610 -4.25957 0.00 0.00 -0.01 0.00
H 0.08562 -7.54875 -0.49609 0.00 0.00 -0.01 0.00
C 2.85249 7.22124 -3.34094 -0.01 -0.03 0.02 0.00
C 2.58633 6.09892 -2.37012 0.01 0.04 0.01 0.00
C 2.48970 4.78301 -2.79999 0.06 -0.01 0.00 0.00
C 2.24982 3.73667 -1.91464 0.03 -0.07 0.03 -0.01
C 2.15985 2.33929 -2.47458 -0.01 0.04 -0.02 0.01
C 2.09235 4.00174 -0.54191 -0.17 -0.06 0.01 0.02
Te 1.54000 2.38466 0.80151 0.19 0.06 0.11 0.00
N 0.08198 -0.25910 1.88988 -0.25 -0.20 0.07 0.92
C 0.81253 -0.28501 2.95847 0.00 0.32 -0.24 -0.09
O 1.79072 0.50199 3.16434 0.01 -0.02 -0.03 0.05
C 0.46394 -1.31340 4.00689 -0.04 -0.13 -0.03 0.07
C 0.74683 -1.04573 5.34183 -0.01 0.03 -0.02 0.00
C 0.43791 -1.97567 6.32441 0.00 0.00 -0.01 0.00
C -0.13808 -3.19152 5.97390 0.00 0.01 -0.02 0.00
C -0.39746 -3.47202 4.63796 0.01 0.00 0.02 0.00
C -0.10157 -2.53710 3.65494 0.05 0.02 0.06 -0.01
C 3.52039 1.62261 0.73623 -0.02 0.01 -0.01 0.00
C 4.56038 2.51905 0.96242 0.03 0.01 -0.03 0.00
C 5.88499 2.11221 0.90487 0.00 0.00 0.01 0.00
C 6.17470 0.78463 0.62705 -0.03 -0.03 0.00 0.00
C 5.13902 -0.11133 0.41022 0.03 0.02 0.00 0.00
C 3.79843 0.27700 0.45899 -0.06 -0.04 0.06 0.00
C 2.72671 -0.75363 0.24994 0.05 0.04 -0.04 0.01
C 2.20591 5.32807 -0.09629 -0.02 -0.04 0.08 0.00
C 2.09975 5.73410 1.35738 0.00 0.01 -0.09 0.00
C 2.44841 6.34967 -1.01505 0.01 -0.03 -0.02 0.00
H 2.79196 6.87005 -4.37166 0.00 0.00 0.00 0.00
H 3.84869 7.64437 -3.18954 0.00 0.00 -0.01 0.00
H 2.13018 8.03062 -3.21630 0.00 0.00 0.00 0.00
H 2.60462 4.56069 -3.85721 0.00 0.00 0.01 0.00
H 2.62301 2.29567 -3.46222 -0.04 0.01 -0.01 0.00
H 1.11760 2.02371 -2.56885 0.00 -0.01 0.04 0.00
H 2.65386 1.61309 -1.83135 0.03 0.00 0.00 0.00
H 1.22160 -0.10107 5.57755 -0.01 -0.01 0.02 0.00
H 0.65275 -1.75877 7.36548 0.00 0.01 -0.01 0.00
H -0.37185 -3.92350 6.73919 0.00 0.00 0.00 0.00
H -0.81845 -4.42908 4.35371 0.00 0.00 -0.01 0.00
H -0.26625 -2.76348 2.60858 -0.01 0.00 -0.04 0.01
H 4.32984 3.55469 1.18460 0.00 -0.01 -0.01 0.00
H 6.68098 2.82628 1.08291 -0.01 0.00 0.00 0.00
H 7.20307 0.44453 0.58394 0.00 0.00 -0.01 0.00
H 5.36395 -1.15141 0.19977 0.00 0.01 0.00 0.00
H 3.12128 -1.64363 -0.24060 0.02 0.01 -0.01 0.00
H 1.89687 -0.36355 -0.34266 0.01 -0.02 -0.01 0.00
H 2.28569 -1.05593 1.20031 0.09 0.01 -0.10 -0.02
H 1.88759 4.88562 2.00072 0.00 -0.01 0.02 0.00
H 1.30936 6.47623 1.49314 -0.01 -0.01 -0.01 0.00
H 3.03635 6.19178 1.68806 0.00 0.00 0.00 0.00
H 2.52950 7.37082 -0.65000 0.00 0.00 -0.01 0.00
```
Positions in Å, forces in eV/Å.

***

No. 4
An isolated molecule of C3H9NOSi in a non-equilibrium geometry, computed with ωB97M-V with the def2-TZVPD basis set.

Computed properties:
LUMO (spin up / spin down) = -1.140 / -1.101 eV
HOMO energy (spin up / spin down) = -9.53 / -9.59 eV
structure (SMILES) = CC[Si@@H](C)N=O
net charge = 0
energy relative to the best compared isomer or geometry (same formula, charge and spin) = 420.7 kJ/mol

XYZ file:
```
15
Properties=species:S:1:pos:R:3:forces:R:3:nbo_charge:R:1
C 1.72181 1.18325 0.01129 2.43 0.41 -2.95 -0.63
C -0.37918 -2.02632 0.20201 -1.05 -1.10 -2.05 -1.12
C 0.27694 1.09836 0.37447 -1.22 0.52 1.39 -0.86
N -2.34012 0.30567 -0.44303 -7.05 -0.41 5.30 -0.30
O -3.35780 0.15519 0.51274 6.30 0.58 -5.43 -0.24
Si -0.69039 -0.30819 -0.47301 0.99 -0.05 2.24 1.48
H 2.45732 0.30182 0.02568 -1.26 1.05 1.09 0.21
H 1.77067 1.33358 -1.15321 -0.09 0.23 1.91 0.20
H 2.11811 2.13102 0.48298 0.21 -1.31 -0.57 0.22
H 0.69897 -2.30832 0.23024 -0.83 0.07 -0.44 0.26
H -0.75109 -2.14362 1.19246 -0.39 0.01 0.88 0.25
H -1.05964 -2.73416 -0.48666 1.87 1.21 1.47 0.25
H -0.13997 2.00195 -0.14611 -0.08 -0.57 0.83 0.24
H 0.15694 1.26963 1.54060 -0.21 -0.67 -2.39 0.24
H -0.48255 -0.25987 -1.87046 0.38 0.04 -1.27 -0.20
```
Positions in Å, forces in eV/Å.